Entry 1:
ORCA calculation (the ωB97M-V functional and the def2-TZVPD basis) on a 7-piece molecular cluster, C37H77O15P2S6 overall at a distorted geometry.

Charge = -1

Element x y z (Å)
C  -1.524  -1.457  3.759
C  -2.344  -0.516  2.871
O  -3.204  -1.200  1.950
P  -2.540  -2.032  0.734
O  -2.491  -3.472  1.033
C  -0.916  -1.363  0.356
C  -0.874  -0.056  -0.455
C  0.559  0.507  -0.534
C  0.495  2.049  -0.403
C  -0.626  2.764  -1.190
P  1.435  0.070  -2.087
C  1.390  1.431  -3.374
C  0.152  1.506  -4.318
C  0.616  -1.352  -2.929
C  1.052  -2.702  -2.316
O  -3.566  -1.785  -0.464
C  -4.034  -0.455  -0.737
C  -5.538  -0.465  -0.970
H  -1.683  -2.492  3.474
H  -1.821  -1.328  4.798
H  -0.468  -1.209  3.692
H  -3.019  0.059  3.503
H  -1.719  0.207  2.351
H  -0.377  -1.154  1.277
H  -0.390  -2.181  -0.129
H  -1.507  0.660  0.086
H  -1.357  -0.208  -1.424
H  1.474  2.467  -0.618
H  0.315  2.239  0.662
H  -0.214  3.640  -1.698
H  -1.407  3.155  -0.535
H  -1.071  2.141  -1.962
H  2.257  1.230  -4.003
H  1.560  2.397  -2.909
H  0.437  1.356  -5.355
H  -0.334  2.474  -4.206
H  -0.598  0.772  -4.029
H  0.951  -1.318  -3.967
H  -0.475  -1.314  -2.977
H  1.592  -3.314  -3.035
H  1.662  -2.545  -1.428
H  0.176  -3.272  -2.006
H  -3.540  -0.073  -1.626
H  -3.805  0.237  0.069
H  -5.770  0.330  -1.674
H  -5.834  -1.425  -1.382
H  -6.079  -0.284  -0.043
C  3.472  -0.914  2.386
C  4.251  -0.275  3.548
C  4.280  1.238  3.289
S  2.813  1.597  2.294
O  3.285  2.026  1.005
O  1.882  2.389  3.067
C  2.228  -0.072  2.177
H  3.224  -1.954  2.589
H  4.055  -0.886  1.463
H  3.731  -0.485  4.486
H  5.262  -0.675  3.638
H  4.247  1.831  4.200
H  5.143  1.525  2.692
H  1.749  -0.187  1.183
H  1.491  -0.216  2.969
C  6.100  -3.256  -2.663
C  6.359  -1.814  -2.204
C  5.518  -1.576  -0.945
S  5.331  -3.183  -0.163
O  3.942  -3.554  -0.194
O  6.077  -3.216  1.078
C  6.208  -4.121  -1.411
H  6.810  -3.574  -3.426
H  5.095  -3.334  -3.083
H  7.420  -1.693  -1.972
H  6.106  -1.091  -2.978
H  5.998  -0.901  -0.241
H  4.516  -1.211  -1.185
H  5.745  -5.101  -1.507
H  7.243  -4.225  -1.081
C  -6.348  0.352  4.269
C  -5.776  1.305  5.327
C  -5.785  2.716  4.725
S  -7.140  2.745  3.540
O  -6.599  2.931  2.219
O  -8.196  3.597  4.027
C  -7.607  1.029  3.736
H  -6.571  -0.630  4.683
H  -5.624  0.219  3.462
H  -6.405  1.282  6.219
H  -4.771  1.015  5.628
H  -5.964  3.489  5.469
H  -4.870  2.933  4.177
H  -7.946  0.642  2.778
H  -8.418  0.993  4.463
C  7.445  -6.806  3.059
C  8.632  -7.450  3.789
C  9.892  -7.137  2.972
S  9.561  -5.582  2.123
O  9.536  -5.835  0.703
O  10.404  -4.548  2.668
C  7.885  -5.389  2.707
H  6.546  -6.799  3.671
H  7.226  -7.364  2.146
H  8.723  -7.019  4.788
H  8.502  -8.525  3.908
H  10.776  -7.009  3.591
H  10.081  -7.890  2.210
H  7.284  -4.918  1.931
H  7.915  -4.750  3.588
C  -8.618  0.062  -4.289
C  -8.437  1.041  -5.458
C  -6.956  1.010  -5.855
S  -6.355  -0.630  -5.418
O  -5.382  -0.495  -4.369
O  -6.068  -1.378  -6.614
C  -7.886  -1.213  -4.694
H  -9.670  -0.132  -4.082
H  -8.168  0.476  -3.384
H  -9.053  0.720  -6.301
H  -8.748  2.050  -5.191
H  -6.800  1.161  -6.920
H  -6.367  1.730  -5.290
H  -7.653  -1.872  -3.861
H  -8.426  -1.759  -5.466
C  -1.303  7.663  -0.265
C  -0.228  8.760  -0.287
C  1.001  8.181  -1.000
S  0.376  6.938  -2.143
O  0.840  5.649  -1.713
O  0.556  7.390  -3.499
C  -1.346  7.091  -1.678
H  -2.274  8.052  0.035
H  -1.020  6.881  0.442
H  -0.602  9.626  -0.838
H  0.026  9.096  0.717
H  1.551  8.927  -1.567
H  1.670  7.674  -0.308
H  -1.814  6.111  -1.743
H  -1.815  7.782  -2.377

Mulliken population analysis, charges in e, atoms 1 to 6: atom 1 (C): -0.963, atom 2 (C): 0.555, atom 3 (O): -0.316, atom 4 (P): 0.488, atom 5 (O): -0.927, atom 6 (C): 0.485

Entry 2:
ORCA calculation (the ωB97M-V functional and the def2-TZVPD basis) on a 6-piece molecular cluster, C37H78F5N4O10S2 overall at a distorted geometry.

Charge = +1
Relative energy (zero: lowest compared OMol25 entry of this formula, charge and spin) = 0.000 eV

Element x y z (Å)
C  3.412  -5.751  3.039
C  3.828  -4.395  2.525
N  2.762  -3.387  2.689
C  1.476  -3.821  2.162
C  0.425  -2.716  2.353
N  -0.636  -3.174  3.254
C  -1.915  -3.112  3.083
N  -2.549  -2.572  1.986
C  -3.983  -2.439  2.418
C  -4.667  -1.170  1.950
C  -4.325  -0.762  0.547
O  -5.246  -1.416  -0.346
C  -4.612  -2.223  -1.227
O  -4.251  -3.359  -0.964
C  -3.789  -2.546  3.928
S  -5.246  -2.990  4.884
O  -6.291  -3.294  3.956
O  -4.817  -3.940  5.864
C  -5.807  -1.492  5.888
F  -7.120  -1.732  6.076
F  -5.143  -1.511  7.054
C  -5.679  -0.096  5.245
F  -6.060  0.825  6.127
F  -4.400  0.131  4.890
F  -6.444  -0.051  4.146
N  -2.759  -3.580  4.099
C  -3.175  -4.984  3.742
C  -2.737  -5.962  4.801
C  -3.019  -7.400  4.367
S  -3.861  -8.263  5.712
C  3.269  -2.133  2.157
C  3.287  -1.865  0.682
O  3.700  -1.308  2.951
H  2.891  -6.321  2.281
H  4.283  -6.317  3.327
H  2.745  -5.650  3.882
H  4.674  -4.038  3.092
H  4.144  -4.454  1.485
H  1.496  -4.148  1.125
H  1.153  -4.686  2.725
H  -0.003  -2.403  1.417
H  0.853  -1.846  2.833
H  -0.343  -3.581  4.129
H  -2.469  -3.164  1.165
H  -4.548  -3.260  1.999
H  -5.726  -1.386  1.976
H  -4.511  -0.340  2.622
H  -4.412  0.303  0.438
H  -3.313  -1.037  0.282
H  -4.417  -1.773  -2.201
H  -3.318  -1.612  4.213
H  -4.246  -5.034  3.595
H  -2.704  -5.283  2.811
H  -1.671  -5.821  4.937
H  -3.215  -5.711  5.735
H  -2.100  -7.904  4.118
H  -3.674  -7.406  3.509
H  -4.514  -9.152  4.976
H  3.042  -0.823  0.538
H  2.567  -2.432  0.118
H  4.273  -2.041  0.279
C  3.519  2.152  -3.164
C  2.470  1.109  -2.839
O  2.348  0.809  -1.457
C  1.984  1.893  -0.621
C  0.646  2.510  -0.967
H  4.488  1.866  -2.754
H  3.611  2.236  -4.247
H  3.263  3.136  -2.767
H  2.736  0.165  -3.315
H  1.496  1.411  -3.247
H  2.756  2.667  -0.602
H  1.938  1.465  0.384
H  0.670  3.018  -1.932
H  0.376  3.251  -0.216
H  -0.127  1.748  -1.013
C  2.194  -0.797  -7.372
C  2.727  0.480  -6.746
O  3.983  0.337  -6.111
C  5.060  -0.073  -6.935
C  5.364  0.883  -8.075
H  2.176  -1.604  -6.639
H  1.181  -0.633  -7.742
H  2.803  -1.125  -8.215
H  2.047  0.806  -5.956
H  2.757  1.287  -7.486
H  4.887  -1.085  -7.319
H  5.917  -0.132  -6.265
H  4.556  0.918  -8.807
H  6.267  0.566  -8.594
H  5.516  1.893  -7.694
C  -1.442  4.969  -8.497
C  -0.964  3.538  -8.669
O  0.071  3.163  -7.776
C  -0.247  3.226  -6.403
C  -1.390  2.310  -5.989
H  -0.602  5.661  -8.555
H  -2.154  5.219  -9.282
H  -1.940  5.125  -7.539
H  -0.535  3.410  -9.662
H  -1.807  2.841  -8.595
H  -0.454  4.257  -6.094
H  0.665  2.920  -5.888
H  -2.341  2.619  -6.422
H  -1.501  2.323  -4.903
H  -1.192  1.287  -6.313
C  4.052  6.945  -0.601
C  2.661  6.417  -0.899
O  2.234  5.385  -0.024
C  2.155  5.733  1.345
C  1.176  6.855  1.646
H  4.774  6.128  -0.574
H  4.354  7.651  -1.373
H  4.098  7.465  0.357
H  2.644  5.966  -1.892
H  1.933  7.236  -0.910
H  3.147  5.974  1.740
H  1.830  4.820  1.848
H  1.501  7.805  1.221
H  1.085  6.991  2.723
H  0.192  6.624  1.236
C  1.398  1.744  3.509
C  0.043  1.176  3.112
O  -0.392  0.057  3.877
C  -0.528  0.286  5.276
C  -1.537  1.361  5.637
H  2.149  0.952  3.518
H  1.697  2.499  2.781
H  1.403  2.215  4.492
H  0.096  0.796  2.088
H  -0.718  1.965  3.115
H  0.447  0.511  5.717
H  -0.846  -0.671  5.689
H  -1.220  2.350  5.305
H  -1.662  1.401  6.718
H  -2.504  1.148  5.183

Mulliken population analysis, charges in e, atoms 1 to 6: atom 1 (C): -1.398, atom 2 (C): -0.337, atom 3 (N): 0.165, atom 4 (C): -1.424, atom 5 (C): -0.099, atom 6 (N): 0.162

Entry 3:
ORCA calculation (the ωB97M-V functional and the def2-TZVPD basis) on a 10-piece molecular cluster, C37H80BrF3N3O20PS3 overall at a distorted geometry.

Structure (SMILES) = CCN(CC)C(=S)SCCC[C@@H](NC(F)(F)F)[C@@](Br)(O[C@@H](N=C=S)[PH2]=O)c1ccccc1.OCCO.OCCO.OCCO.OCCO.OCCO.OCCO.OCCO.OCCO.OCCO
Charge = 0

Element x y z (Å)
C  -4.897  -0.340  0.473
C  -3.761  -1.369  0.222
N  -2.492  -0.667  -0.052
C  -1.950  -0.947  -1.409
C  -2.112  0.326  -2.305
C  -1.507  -0.901  0.949
S  -1.027  -2.365  1.444
S  -0.742  0.592  1.674
C  0.787  0.751  0.701
C  1.396  2.163  0.875
C  2.568  2.379  -0.121
C  2.690  3.868  -0.604
N  4.157  4.129  -0.767
C  4.726  4.764  0.334
F  4.367  6.052  0.485
F  6.074  4.764  0.146
F  4.530  4.157  1.541
C  1.933  4.165  -1.949
Br  0.432  2.892  -2.258
O  1.322  5.429  -2.021
C  2.046  6.516  -1.517
N  1.803  7.686  -2.439
C  2.526  8.638  -2.183
S  3.203  10.021  -1.865
P  1.223  7.008  0.110
O  0.339  5.934  0.638
C  2.933  3.859  -3.115
C  3.640  4.810  -3.837
C  4.535  4.452  -4.844
C  4.731  3.129  -5.184
C  4.025  2.175  -4.473
C  3.161  2.523  -3.464
H  -4.596  0.406  1.219
H  -5.119  0.210  -0.452
H  -5.786  -0.850  0.861
H  -3.729  -2.020  1.104
H  -4.098  -1.989  -0.621
H  -0.877  -1.147  -1.287
H  -2.409  -1.821  -1.886
H  -1.109  0.722  -2.508
H  -2.641  1.084  -1.716
H  -2.648  0.102  -3.233
H  1.560  0.035  1.024
H  0.630  0.581  -0.375
H  0.638  2.955  0.809
H  1.824  2.207  1.890
H  3.488  2.198  0.455
H  2.593  1.659  -0.945
H  2.359  4.471  0.252
H  4.649  3.277  -1.010
H  3.133  6.393  -1.469
H  0.387  8.110  -0.209
H  2.161  7.482  1.056
H  3.546  5.878  -3.641
H  5.071  5.232  -5.371
H  5.415  2.882  -5.993
H  4.165  1.124  -4.732
H  2.666  1.692  -2.972
O  8.289  6.776  -3.669
C  7.182  6.956  -2.786
C  6.168  7.877  -3.431
O  5.718  7.351  -4.664
H  8.770  7.612  -3.705
H  6.748  5.969  -2.618
H  7.535  7.359  -1.832
H  5.290  8.012  -2.796
H  6.621  8.857  -3.629
H  6.487  6.929  -5.072
O  -2.853  -5.410  1.182
C  -3.961  -6.073  1.798
C  -3.546  -6.602  3.154
O  -3.084  -5.528  3.971
H  -2.208  -6.084  0.944
H  -4.752  -5.329  1.905
H  -4.311  -6.878  1.149
H  -4.382  -7.086  3.660
H  -2.730  -7.320  3.050
H  -2.608  -4.930  3.380
O  -3.951  -11.647  0.633
C  -5.073  -11.026  1.264
C  -4.594  -10.196  2.434
O  -3.663  -9.214  1.991
H  -3.620  -12.323  1.238
H  -5.548  -10.391  0.517
H  -5.781  -11.795  1.583
H  -5.426  -9.685  2.922
H  -4.086  -10.833  3.163
H  -3.145  -9.638  1.293
O  -8.203  -10.663  0.531
C  -9.117  -11.460  -0.228
C  -8.692  -11.485  -1.682
O  -7.374  -12.000  -1.802
H  -8.335  -9.744  0.271
H  -9.083  -12.464  0.194
H  -10.129  -11.058  -0.116
H  -9.359  -12.112  -2.274
H  -8.695  -10.468  -2.096
H  -6.883  -11.669  -1.038
O  -1.949  7.145  -1.196
C  -1.676  6.061  -2.093
C  -2.830  5.082  -2.063
O  -4.035  5.747  -2.429
H  -1.890  6.791  -0.299
H  -1.567  6.491  -3.090
H  -0.742  5.587  -1.806
H  -2.667  4.257  -2.757
H  -2.963  4.677  -1.051
H  -3.974  6.632  -2.046
O  -3.854  -13.589  3.645
C  -3.666  -12.976  4.928
C  -2.434  -13.553  5.595
O  -1.291  -13.351  4.776
H  -4.120  -14.503  3.793
H  -3.535  -11.911  4.749
H  -4.560  -13.131  5.539
H  -2.253  -13.078  6.560
H  -2.553  -14.634  5.744
H  -1.590  -13.464  3.866
O  -9.280  1.970  3.546
C  -9.146  0.547  3.584
C  -8.268  0.086  2.438
O  -6.994  0.706  2.517
H  -9.821  2.192  2.780
H  -8.684  0.301  4.539
H  -10.138  0.086  3.536
H  -8.126  -0.995  2.464
H  -8.720  0.365  1.477
H  -7.154  1.606  2.832
O  5.422  1.450  3.100
C  6.824  1.568  3.358
C  7.042  2.131  4.747
O  6.428  1.294  5.717
H  5.069  2.343  3.012
H  7.242  0.564  3.285
H  7.282  2.204  2.594
H  8.105  2.201  4.979
H  6.590  3.129  4.827
H  5.608  0.977  5.316
O  9.867  9.448  -4.448
C  11.220  9.483  -3.974
C  11.403  10.660  -3.038
O  10.499  10.566  -1.946
H  9.746  10.195  -5.044
H  11.391  8.546  -3.445
H  11.902  9.544  -4.827
H  12.418  10.689  -2.641
H  11.197  11.601  -3.565
H  9.679  10.208  -2.307

Mulliken population analysis, charges in e, atoms 1 to 6: atom 1 (C): -1.111, atom 2 (C): -0.599, atom 3 (N): 0.406, atom 4 (C): -0.752, atom 5 (C): -0.608, atom 6 (C): -0.106

The calculation returns the following E_LUMO values, one per record and in order: 1.991; -3.029; -0.368 eV.
The calculation returns the following highest occupied orbital energy values, one per record and in order: -2.0; -11.0; -7.9 eV.
The calculation returns the following gap between HOMO and LUMO values, one per record and in order: 3.96; 7.98; 7.49 eV.